Entry from the Open Molecules 2025 dataset: a structure of composition C30H52F3N8O3 in a non-equilibrium geometry (ωB97M-V/def2-TZVPD).

```
96
Properties=species:S:1:pos:R:3:forces:R:3:lowdin_charge:R:1
N 0.534006 -1.478540 -1.081980 -0.702 -0.471 0.350 -0.0073
C -0.465021 -0.925620 -0.119237 0.811 0.369 1.715 -0.2884
C -0.979587 0.545076 -0.457667 -0.644 -0.168 0.127 -0.1312
C -2.112691 0.623887 -1.595338 0.604 0.741 -0.884 -0.2435
N -3.509051 0.790226 -1.031067 -0.023 -1.177 0.489 -0.0085
C -3.821710 -0.271876 -0.049622 1.113 -0.907 0.839 -0.2000
O -5.277960 -0.513719 0.090918 0.358 -2.214 -1.317 0.0071
C -5.640663 -1.734644 -0.481691 -1.685 0.743 -0.650 -0.4773
F -5.315106 -1.807182 -1.864717 -0.444 -0.328 3.606 0.0939
F -7.074432 -1.790469 -0.445622 3.047 0.001 0.082 0.0485
F -5.202636 -2.869960 0.234853 -0.626 2.444 -1.946 0.0929
C -2.020887 -0.534264 -2.705646 0.682 -4.179 -2.448 -0.5610
O -1.666216 -0.196847 -3.893256 -0.718 0.699 2.610 -0.1216
O -2.252417 -1.855963 -2.473057 0.197 4.933 0.951 -0.1827
H 1.503802 -1.296603 -0.797752 -0.714 -0.223 0.128 0.0548
H 0.347109 -2.497611 -1.101161 0.518 1.033 -0.379 0.0523
H 0.059317 -0.867988 0.917158 -1.134 0.113 -1.675 0.0621
H -1.286022 -1.706694 -0.000790 0.830 1.365 -0.418 0.1051
H -1.441910 1.016125 0.488412 0.757 -0.711 -1.262 0.1035
H -0.090875 1.227742 -0.725159 -1.295 -1.241 0.227 0.0976
H -1.919485 1.608572 -2.163728 -0.366 -1.632 0.719 0.1303
H -4.188282 0.708056 -1.802481 0.591 -0.082 0.392 0.1159
H -3.436160 0.017054 0.998415 -0.838 -0.260 -1.588 0.1368
H -3.359173 -1.286261 -0.290352 -0.387 1.339 -0.088 0.1116
C -0.199859 -2.402451 5.849082 3.489 -2.425 -2.529 -0.2216
C 0.222065 -0.948584 5.586262 0.802 -0.478 -0.216 -0.2618
C -0.035018 -0.509428 4.142994 0.572 -0.492 -0.289 -0.1603
C 0.742831 -1.371189 3.197267 1.989 -2.162 -2.402 -0.1908
N 1.370202 -2.063278 2.458840 -2.343 2.699 3.085 0.1541
H 0.391044 -3.091901 5.227296 0.624 0.162 0.065 0.0511
H -0.023919 -2.670982 6.892513 0.010 -0.131 -0.146 0.0831
H -1.237621 -2.568431 5.632890 1.390 -1.481 -1.441 0.0419
H 1.286269 -0.840815 5.824804 -0.007 -0.008 -0.183 0.1144
H -0.321951 -0.290002 6.256423 0.589 0.284 -0.391 0.0746
H 0.269330 0.531624 4.007197 0.010 -0.116 -0.201 0.1161
H -1.099291 -0.585884 3.902631 0.094 -0.078 -0.080 0.1198
C -0.124768 1.490354 -6.948997 -0.114 0.017 0.083 -0.0973
C -0.183670 2.909912 -7.503606 -0.082 -0.401 -0.154 -0.2694
C 0.554703 3.920591 -6.624124 -0.633 -0.070 0.543 -0.1815
C -0.064555 3.955406 -5.259658 -0.295 0.219 1.212 -0.1982
N -0.550464 3.982479 -4.199648 0.967 0.018 -1.983 0.1605
H -0.613079 1.416656 -5.972952 0.057 -0.101 -0.008 0.0675
H -0.638592 0.798940 -7.620547 0.077 0.019 0.080 0.0769
H 0.911534 1.153823 -6.841640 -0.060 -0.012 -0.002 0.0650
H -1.231819 3.206987 -7.609695 0.124 0.082 0.019 0.1117
H 0.256008 2.919305 -8.505925 0.015 0.182 0.057 0.1026
H 0.497637 4.918227 -7.066625 0.045 -0.009 0.203 0.1130
H 1.609819 3.650930 -6.532588 -0.100 0.068 0.105 0.0820
C 3.112910 6.097721 -0.832771 0.081 0.063 0.009 -0.1148
C 2.905075 4.961018 -1.828036 0.178 0.283 0.060 -0.2854
C 1.669061 4.115383 -1.517930 0.364 -0.300 0.667 -0.1923
C 1.805098 3.491241 -0.162944 -0.144 -0.663 1.120 -0.2253
N 1.915150 3.008606 0.893773 -0.129 0.970 -1.974 0.1306
H 3.284346 5.721310 0.179038 -0.087 -0.009 -0.054 0.0672
H 3.987985 6.690481 -1.110792 -0.087 -0.005 -0.005 0.0696
H 2.244200 6.762849 -0.810431 0.064 -0.042 0.022 0.0760
H 3.798291 4.328070 -1.831398 -0.121 -0.015 -0.083 0.1053
H 2.805542 5.380620 -2.832603 -0.031 -0.151 0.050 0.0869
H 1.558980 3.326025 -2.265404 -0.180 -0.006 0.182 0.0960
H 0.766209 4.730795 -1.540142 0.013 -0.167 0.039 0.1124
C 0.222801 -7.584472 0.624171 -0.036 -0.083 -0.050 -0.1216
C 0.165561 -6.167396 0.062655 -0.125 -0.304 -0.046 -0.2669
C 0.891150 -5.147761 0.943739 -0.601 -0.054 0.496 -0.1875
C 0.261068 -5.105201 2.301248 -0.316 0.310 1.219 -0.2273
N -0.230601 -5.072430 3.358617 0.866 -0.216 -2.019 0.1412
H -0.275869 -7.653860 1.594249 0.082 0.059 -0.028 0.0670
H -0.281621 -8.280958 -0.050288 0.073 0.025 0.035 0.0679
H 1.258641 -7.917082 0.744627 -0.072 -0.004 0.017 0.0720
H -0.882293 -5.875092 -0.056024 0.145 0.100 -0.026 0.1166
H 0.615735 -6.161508 -0.934133 -0.022 0.140 0.078 0.1088
H 0.833669 -4.153557 0.493889 0.038 0.015 0.266 0.0845
H 1.946929 -5.411848 1.047719 -0.088 0.062 0.124 0.1167
C 6.107950 1.509423 -5.828140 0.073 -0.024 -0.005 -0.1154
C 4.873217 1.289226 -4.960222 0.341 -0.160 -0.028 -0.2614
C 3.721182 2.232634 -5.313430 0.388 0.605 0.375 -0.1901
C 4.147440 3.656735 -5.115438 0.446 2.380 0.163 -0.2147
N 4.486336 4.775217 -4.967614 -0.939 -3.254 -0.436 0.1421
H 6.521609 2.512162 -5.693649 -0.083 -0.030 -0.035 0.0681
H 6.891872 0.796845 -5.560762 -0.069 0.029 -0.059 0.0713
H 5.871515 1.373586 -6.887941 0.043 0.019 0.066 0.0756
H 5.150364 1.420097 -3.909583 -0.158 -0.010 -0.066 0.1137
H 4.535908 0.255699 -5.077289 -0.126 0.132 0.057 0.1140
H 2.857727 2.026697 -4.674966 -0.004 0.142 -0.080 0.1182
H 3.414772 2.092008 -6.353570 0.037 0.109 0.061 0.1075
C -3.285570 -1.881757 10.067330 0.005 -0.053 0.076 -0.1130
C -2.894692 -0.428213 9.821058 -0.009 -0.207 0.264 -0.2713
C -3.161444 0.024662 8.383338 0.656 -0.452 -0.239 -0.1623
C -2.364270 -0.811300 7.427992 0.307 -0.865 -0.994 -0.0588
N -1.738139 -1.469431 6.679064 -7.956 5.591 6.288 0.0640
H -2.700052 -2.566746 9.449190 -0.072 0.076 -0.023 0.0719
H -3.105230 -2.151916 11.110620 -0.058 0.018 -0.070 0.0707
H -4.345892 -2.044403 9.852021 0.088 -0.020 0.009 0.0775
H -1.833773 -0.301143 10.058835 -0.093 0.093 -0.078 0.1113
H -3.456891 0.212298 10.506935 0.052 0.057 -0.124 0.1059
H -2.878583 1.073472 8.261280 -0.007 -0.103 -0.129 0.1148
H -4.223341 -0.070296 8.141507 0.119 -0.055 -0.088 0.1187
```
Forces are in eV/Å.

charge	-1
E_HOMO	-4.06	eV
E_LUMO	1.95	eV
frontier orbital gap	6.0	eV

***

Entry from the Open Molecules 2025 dataset: a cluster of 6 separate species, C30H52NO15 in total in a non-equilibrium geometry (ωB97M-V/def2-TZVPD).

```
98
Properties=species:S:1:pos:R:3:forces:R:3:lowdin_charge:R:1
C 1.839038 -0.230905 -3.097425 1.166 1.234 0.136 0.0644
N 1.788790 0.867918 -2.344442 -0.263 -3.310 -1.233 0.0801
C 3.031211 1.706663 -2.372663 -0.475 1.688 -1.856 -0.1004
C 3.585126 1.262522 -3.836536 -0.202 0.443 0.532 -0.1014
C 3.288730 -0.332099 -3.776668 0.054 0.861 1.868 -0.1629
C 4.162402 -0.936601 -2.545019 1.492 -1.887 2.300 -0.1536
C 5.576131 -0.389553 -2.171904 -1.328 -2.237 1.936 -0.0183
C 6.340592 -0.972937 -0.960389 -3.974 -1.427 -1.379 -0.0406
C 5.668404 -2.119813 -0.174150 -1.385 0.441 -1.397 -0.0542
C 4.262962 -2.717179 -0.484752 1.775 3.667 -2.892 -0.0278
C 3.523310 -2.098815 -1.717283 3.034 0.739 1.458 -0.0248
H 0.952558 -0.948387 -3.202491 1.387 1.262 0.283 0.1762
H 0.896518 1.029575 -1.850835 0.884 0.485 0.087 0.1699
H 2.587396 2.771059 -2.401988 1.232 -1.479 0.210 0.1512
H 3.814967 1.580084 -1.556123 -1.549 -0.259 -0.796 0.1274
H 2.967765 1.849649 -4.610690 0.798 -1.303 1.004 0.1360
H 4.671064 1.557043 -4.013386 -1.475 -0.656 0.413 0.1193
H 3.429217 -0.935929 -4.730354 -0.597 0.922 1.303 0.1591
H 6.056986 0.474686 -2.761120 -0.923 -1.637 1.007 0.1054
H 7.357514 -0.547718 -0.673696 -1.638 -0.804 -0.409 0.1094
H 6.221136 -2.592403 0.716763 -0.878 0.976 -1.528 0.0913
H 3.773559 -3.548087 0.133615 1.013 1.447 -1.040 0.1067
H 2.495486 -2.557838 -1.954049 1.756 0.958 0.131 0.0989
C -4.435093 4.159028 0.475943 0.228 0.076 0.251 -0.0573
C -3.983503 3.043036 -0.446609 -0.902 0.199 0.140 -0.2033
O -2.558587 3.065623 -0.611207 0.756 -0.522 0.306 0.0312
C -1.852809 2.519888 0.393286 -0.789 0.304 0.049 -0.5801
O -2.302755 2.014939 1.394414 0.470 0.182 -0.643 0.1263
O -0.543240 2.654365 0.101438 -0.090 -0.238 -0.234 -0.0236
C 0.329697 2.181409 1.127141 0.270 -0.136 0.359 -0.0453
H -4.054283 5.122761 0.128277 -0.131 -0.082 -0.106 0.0844
H -5.524900 4.203593 0.523333 0.082 -0.023 -0.051 0.0858
H -4.052230 4.012449 1.488787 -0.104 -0.093 -0.077 0.0777
H -4.419303 3.193002 -1.436922 0.378 -0.030 -0.019 0.1275
H -4.319941 2.065212 -0.091309 0.255 0.096 0.061 0.1027
H 0.087764 1.155031 1.412599 -0.112 0.178 0.076 0.1011
H 0.281444 2.842425 1.994762 -0.044 -0.194 -0.021 0.1100
H 1.348053 2.198256 0.734761 -0.153 0.165 -0.146 0.0705
C 7.043808 -3.021621 6.897438 0.240 0.027 -0.237 -0.0656
C 5.897102 -3.958545 6.568656 0.210 0.136 0.715 -0.2125
O 5.604736 -3.934633 5.164832 0.053 -0.388 -0.516 0.0281
C 6.421151 -4.668970 4.393087 0.063 0.207 0.388 -0.5877
O 7.349335 -5.337957 4.773110 -0.418 0.214 -0.283 0.1308
O 6.037146 -4.511486 3.112077 -0.063 -0.016 0.228 -0.0183
C 6.873770 -5.183273 2.171689 0.229 -0.201 -0.297 -0.0548
H 6.841845 -2.017883 6.514327 -0.111 -0.052 0.137 0.0802
H 7.199388 -2.965465 7.976683 -0.055 -0.011 -0.073 0.0827
H 7.973553 -3.358480 6.432770 -0.090 -0.083 0.109 0.0763
H 4.993899 -3.622438 7.082894 -0.047 -0.028 -0.353 0.1235
H 6.099984 -4.978200 6.907527 0.062 0.081 -0.252 0.1263
H 6.991888 -6.238557 2.425872 0.085 0.186 0.075 0.1011
H 7.846903 -4.689212 2.120608 -0.008 -0.184 0.093 0.1018
H 6.398898 -5.116966 1.191653 -0.149 0.119 0.200 0.0807
C 5.357801 5.390380 3.764865 -0.182 -0.050 -0.278 -0.0657
C 5.917457 4.137993 4.412334 0.342 0.696 0.119 -0.2095
O 5.042330 3.020859 4.204175 0.025 -0.596 -0.481 0.0367
C 5.131508 2.434065 3.001906 -0.003 0.425 0.357 -0.5843
O 5.875738 2.752934 2.105623 -0.308 -0.265 0.218 0.1175
O 4.228683 1.437198 2.956327 0.186 0.175 -0.040 0.0065
C 4.167564 0.775573 1.696449 -0.009 -0.303 -0.149 -0.0539
H 4.334501 5.573210 4.102903 0.134 0.021 0.133 0.0827
H 5.972989 6.258915 4.008254 -0.039 -0.084 0.022 0.0836
H 5.320437 5.288909 2.677497 0.136 -0.005 0.088 0.0732
H 5.985280 4.286209 5.492293 -0.197 -0.290 -0.094 0.1261
H 6.926283 3.915334 4.053931 -0.218 -0.111 -0.112 0.1256
H 5.155104 0.436910 1.377262 -0.116 0.184 -0.024 0.0799
H 3.728007 1.440915 0.948065 0.183 0.021 -0.034 0.0719
H 3.523301 -0.097772 1.805039 0.031 0.149 0.240 0.0971
C -5.196179 -0.315264 1.400009 -0.122 0.134 -0.195 -0.0666
C -5.253470 -1.810377 1.649379 0.492 0.375 0.140 -0.2107
O -6.577461 -2.312261 1.433266 -0.120 -0.334 -0.461 0.0392
C -6.912567 -2.515836 0.149723 -0.261 0.110 0.255 -0.5730
O -6.199892 -2.324290 -0.809664 -0.275 -0.156 0.362 0.1035
O -8.184759 -2.947716 0.116879 0.683 0.111 0.085 0.0126
C -8.704496 -3.134561 -1.199084 -0.302 -0.096 -0.383 -0.0383
H -5.957753 0.201401 1.989805 0.130 -0.076 0.086 0.0898
H -4.213329 0.084270 1.660187 -0.060 -0.025 0.035 0.0681
H -5.395228 -0.083052 0.350528 0.074 -0.124 0.034 0.0664
H -5.006371 -2.014627 2.693579 -0.312 -0.116 -0.090 0.1257
H -4.526486 -2.349635 1.035367 -0.243 0.031 -0.085 0.1223
H -8.052227 -3.775629 -1.796521 0.018 0.163 0.079 0.1013
H -8.843582 -2.166742 -1.685295 0.050 -0.127 0.000 0.0879
H -9.676146 -3.620619 -1.109244 0.148 0.087 0.253 0.1005
C -9.589631 1.388697 -7.555739 0.250 -0.205 -0.049 -0.0673
C -9.942379 1.764217 -6.129002 -0.138 0.410 -0.539 -0.2152
O -9.720325 0.661031 -5.241229 0.426 -0.064 0.418 0.0323
C -8.444978 0.465935 -4.870322 -0.238 -0.108 -0.198 -0.5870
O -7.495460 1.132489 -5.205782 -0.308 -0.219 0.211 0.1155
O -8.403613 -0.617481 -4.075124 -0.089 0.455 -0.207 -0.0005
C -7.086335 -0.985145 -3.666611 0.391 -0.268 0.153 -0.0425
H -10.116750 0.479186 -7.855145 -0.101 0.148 0.032 0.0828
H -9.852761 2.194843 -8.243696 -0.020 -0.046 0.073 0.0809
H -8.520930 1.184992 -7.656840 -0.069 0.132 0.053 0.0745
H -11.005929 2.005996 -6.068945 0.093 -0.256 0.222 0.1237
H -9.391787 2.648946 -5.797235 0.095 -0.241 0.041 0.1235
H -6.559186 -0.140153 -3.218344 -0.061 -0.048 -0.176 0.0988
H -6.528263 -1.377947 -4.519876 0.021 0.198 0.041 0.1039
H -7.173293 -1.770568 -2.918277 -0.130 0.169 -0.172 0.0486
```
Forces are in eV/Å.

charge	+1
E_HOMO	-12.14	eV
E_LUMO	-4.39	eV
frontier orbital gap	7.8	eV